Entry 1:
A 6-piece molecular cluster, C22H57N4O10 overall at a distorted geometry, computed with ωB97M-V/def2-TZVPD.

The geometry in XYZ format:
```
93
Properties=species:S:1:pos:R:3:mulliken_charge:R:1
N 1.330 1.047 -0.379 0.6016
O 1.342 0.456 -1.441 -0.4896
O 2.330 1.464 0.184 -0.6480
O 0.229 1.273 0.112 -0.6413
C -0.352 -2.910 -0.458 -0.9587
C -1.851 -2.722 -0.551 1.0825
C -2.602 -3.674 0.426 -1.5925
O -2.286 -1.389 -0.291 -0.4927
H 0.305 -2.259 -1.033 -0.0170
H -0.038 -3.923 -0.710 0.3631
H -0.113 -2.727 0.590 0.1192
H -2.122 -2.975 -1.576 0.2226
H -3.655 -3.620 0.150 0.3521
H -2.455 -3.565 1.501 0.1995
H -2.381 -4.696 0.116 0.5301
H -2.293 -1.232 0.656 0.2452
C 4.677 0.090 -2.257 -1.2541
C 4.885 1.617 -2.092 0.5048
C 3.800 2.398 -2.826 -0.9757
O 4.959 2.060 -0.754 -0.5830
H 3.802 -0.305 -1.740 0.1506
H 5.501 -0.395 -1.733 0.3739
H 4.649 -0.205 -3.305 0.4006
H 5.851 1.747 -2.580 0.3208
H 3.684 2.172 -3.886 0.4326
H 4.071 3.454 -2.846 0.3047
H 2.812 2.315 -2.374 0.0099
H 4.163 1.803 -0.283 0.4132
C -2.022 3.433 -5.117 -0.7501
O -1.066 3.041 -4.152 -0.3124
C 0.066 2.468 -4.865 -0.3442
C -0.158 1.015 -5.258 -0.5522
N -0.294 0.272 -4.044 0.1546
C -0.426 -1.148 -4.252 -0.5143
C -1.926 -1.580 -4.675 -0.7514
O -2.883 -1.199 -3.714 -0.1098
C -4.191 -1.289 -4.174 -0.9445
H -1.657 3.858 -6.052 0.3355
H -2.750 4.064 -4.607 0.2858
H -2.546 2.565 -5.517 0.2167
H 0.945 2.387 -4.226 -0.0428
H 0.463 3.062 -5.688 0.4342
H 0.722 0.818 -5.869 0.3763
H -1.024 0.976 -5.919 0.3325
H 0.587 0.343 -3.556 -0.1269
H -0.119 -1.644 -3.331 0.0416
H 0.337 -1.435 -4.976 0.4867
H -1.888 -2.669 -4.655 0.3722
H -2.214 -1.252 -5.674 0.5671
H -4.476 -2.327 -4.343 0.3496
H -4.443 -0.582 -4.965 0.3010
H -4.729 -0.911 -3.304 0.2542
C 0.887 -2.722 5.308 -0.8659
O 0.501 -1.666 4.464 -0.1867
C -0.802 -1.746 3.868 -0.0925
C -1.058 -0.445 3.120 -0.5729
N -2.284 -0.316 2.329 -0.1739
C -3.483 -0.509 3.140 -0.9457
C -4.151 -1.874 3.044 -0.0541
O -5.295 -1.844 3.845 -0.4212
C -5.954 -3.128 3.868 -0.7638
H 1.797 -2.447 5.841 0.2289
H 0.856 -3.665 4.762 0.3169
H 0.131 -2.808 6.089 0.3367
H -1.528 -1.968 4.650 0.3290
H -0.678 -2.505 3.096 0.1459
H -0.364 -0.134 2.340 -0.0027
H -1.158 0.279 3.929 0.2786
H -2.421 0.578 1.880 0.2531
H -4.205 0.118 2.616 0.4016
H -3.334 -0.129 4.151 0.2920
H -3.494 -2.657 3.425 0.2421
H -4.268 -2.125 1.990 0.2273
H -6.359 -3.507 2.930 0.2907
H -6.829 -3.152 4.518 0.3065
H -5.276 -3.863 4.301 0.3092
C 3.763 1.010 4.516 -1.4461
C 2.822 2.082 3.858 0.2868
C 3.620 3.136 3.055 -0.3617
O 2.873 4.256 2.554 -0.3378
C 3.543 5.024 1.538 -0.4908
N 1.809 1.330 3.045 -0.2573
H 4.522 1.476 5.144 0.4578
H 4.188 0.346 3.763 0.2886
H 3.218 0.353 5.193 0.3454
H 2.329 2.542 4.715 0.2998
H 4.007 2.561 2.213 0.0114
H 4.459 3.480 3.660 0.3649
H 4.339 5.612 1.996 0.3128
H 2.822 5.606 0.963 0.2547
H 3.978 4.334 0.815 0.0981
H 1.625 0.483 3.564 0.1672
H 2.301 1.040 2.212 0.0933
```

Calculated values
gap between HOMO and LUMO	7.44	eV
energy above the lowest of the compared OMol25 structures with the same formula, charge and spin	71.2	kcal/mol
E_LUMO	2.47	eV
total energy	-50166.793	eV
total charge	-1

Entry 2:
An isolated ion of composition CFOS and charge -1 at a distorted geometry, computed with ωB97M-V/def2-TZVPD.

The geometry in XYZ format:
```
4
Properties=species:S:1:pos:R:3:nbo_charge:R:1
O 0.966 0.891 0.357 -0.6449
C 0.120 0.120 -0.033 0.5882
F -0.623 -0.527 1.124 -0.4958
S -0.464 -0.485 -1.448 -0.4475
```

Calculated values
gap between HOMO and LUMO	7.62	eV
energy above the lowest of the compared OMol25 structures with the same formula, charge and spin	0.0	kcal/mol
E_LUMO	3.97	eV
total energy	-16639.287	eV
total charge	-1

Entry 3:
A 2-piece molecular cluster, C3H8N overall at a distorted geometry, computed with ωB97M-V/def2-TZVPD.

The geometry in XYZ format:
```
12
Properties=species:S:1:pos:R:3:nbo_charge:R:1
C 0.211 -1.229 -0.213 -0.2684
C -0.025 0.200 0.081 0.3061
C -1.051 1.166 0.447 -0.6766
N 0.823 -0.155 -1.027 -0.5530
H 0.940 -1.678 0.434 0.2492
H -0.453 -1.948 -0.652 0.2565
H 1.201 -0.196 2.443 0.0200
H -1.416 1.598 -0.489 0.2514
H -0.736 1.826 1.178 0.2716
H -1.758 0.528 0.807 0.2566
H 1.773 -0.060 -0.946 0.4355
H 0.493 -0.051 -2.063 0.4511
```

Calculated values
gap between HOMO and LUMO (alpha / beta)	9.66 / 9.97	eV
energy above the lowest of the compared OMol25 structures with the same formula, charge and spin	135.4	kcal/mol
E_LUMO (alpha / beta)	-5.34 / -4.17	eV
total energy	-4717.557	eV
total charge	+1

Entry 4:
A 2-piece molecular cluster, C15H18O overall at a distorted geometry, computed with ωB97M-V/def2-TZVPD.

The geometry in XYZ format:
```
34
Properties=species:S:1:pos:R:3:nbo_charge:R:1
C 0.175 -0.395 -3.231 -0.6209
C 1.314 0.040 -2.225 -0.4079
C 0.743 1.197 -1.466 -0.0557
C 0.296 1.051 -0.152 -0.2085
C -0.005 2.109 0.668 -0.2868
C -0.022 3.436 0.031 0.3080
O -0.343 4.618 0.543 -0.6662
C 0.102 3.517 -1.368 -0.2764
C 0.560 2.425 -2.142 -0.1848
H -0.726 -0.283 -2.627 0.2263
H 0.497 -1.230 -3.787 0.2144
H -0.106 0.440 -3.875 0.2062
H 1.704 -0.743 -1.439 0.2018
H 2.230 0.269 -2.644 0.2059
H 0.176 0.030 0.241 0.2269
H -0.552 2.150 1.633 0.2081
H -0.715 4.591 1.517 0.4822
H -0.109 4.455 -1.909 0.2172
H 0.724 2.551 -3.168 0.2083
C 0.465 -1.113 3.519 -0.6267
C 0.000 -1.743 2.280 -0.0138
C 0.792 -2.425 1.398 -0.2306
C 0.153 -3.012 0.202 -0.1906
C -1.232 -3.007 0.012 -0.2370
C -2.018 -2.262 0.931 -0.2066
C -1.427 -1.576 2.007 -0.2188
H 0.748 -1.738 4.371 0.2263
H -0.497 -0.534 3.853 0.2016
H 1.249 -0.464 3.319 0.2195
H 1.833 -2.518 1.575 0.2149
H 0.713 -3.507 -0.569 0.2115
H -1.697 -3.387 -0.953 0.2257
H -3.078 -2.138 0.773 0.2140
H -1.948 -0.806 2.681 0.2124
```

Calculated values
gap between HOMO and LUMO	8.56	eV
energy above the lowest of the compared OMol25 structures with the same formula, charge and spin	57.4	kcal/mol
E_LUMO	0.67	eV
total energy	-17892.184	eV
total charge	0

Entry 5:
C39H96Br4N8O8 as an isolated structure at a distorted geometry, computed with ωB97M-V/def2-TZVPD.

The geometry in XYZ format:
```
155
Properties=species:S:1:pos:R:3:mulliken_charge:R:1
C 12.526 -28.535 -4.748 -1.0247
C 12.078 -27.097 -4.874 0.5795
O 12.326 -26.400 -5.771 -0.3956
N 11.143 -26.743 -3.721 0.4646
H 10.359 -27.396 -3.817 0.4536
H 11.531 -27.056 -2.817 -0.5110
C 10.693 -25.345 -3.697 -0.6392
H 13.488 -28.576 -5.248 0.3615
H 11.796 -29.237 -5.234 0.3205
H 12.653 -28.818 -3.722 0.2859
H 10.004 -25.211 -4.526 0.4167
H 11.520 -24.706 -4.006 0.1070
H 10.338 -25.125 -2.676 0.2437
C 13.638 -25.015 3.117 -0.9606
C 14.198 -26.351 3.320 0.8025
O 15.229 -26.683 3.838 -0.4719
N 13.381 -27.521 2.830 0.7087
H 12.346 -27.372 2.850 -0.5056
H 13.305 -27.470 1.791 0.3115
C 13.780 -28.889 3.226 -0.5320
H 13.370 -24.736 2.090 0.1755
H 14.341 -24.359 3.586 0.3575
H 12.731 -24.909 3.715 0.2708
H 14.578 -29.273 2.530 0.3317
H 12.862 -29.505 3.247 0.0793
H 14.134 -28.962 4.254 0.3649
C 7.346 -25.439 0.948 -1.0591
C 8.504 -24.700 0.427 0.5976
O 8.741 -24.397 -0.725 -0.3824
N 9.535 -24.494 1.494 1.5167
H 9.701 -25.507 1.884 -0.4225
H 10.449 -24.206 1.197 -0.2823
C 8.985 -23.735 2.678 -0.4852
H 6.633 -24.700 1.366 0.1894
H 7.621 -26.129 1.712 0.3881
H 6.985 -26.024 0.107 0.2775
H 8.823 -22.698 2.419 -0.0803
H 9.719 -23.889 3.445 0.4384
H 8.056 -24.190 2.960 0.3643
C 9.497 -17.739 2.993 -1.4671
C 8.645 -18.973 2.781 1.4277
C 7.865 -19.421 4.055 -0.8402
C 6.767 -18.509 4.408 -1.0233
C 5.722 -18.264 3.331 -0.7931
C 6.280 -17.889 2.032 0.8600
N 7.533 -18.554 1.828 1.0306
O 7.839 -18.861 0.573 -0.0425
C 6.625 -16.367 2.170 -1.5812
C 5.286 -18.191 0.942 -1.5557
C 9.418 -20.124 2.154 -1.1186
H 9.003 -16.936 3.531 0.4032
H 9.847 -17.410 2.023 0.2423
H 10.297 -18.055 3.649 0.4297
H 8.562 -19.581 4.927 0.4499
H 7.521 -20.450 3.753 0.3307
H 7.371 -17.609 4.605 0.3752
H 6.282 -18.799 5.334 0.4200
H 4.975 -17.503 3.656 0.4351
H 5.072 -19.140 3.160 0.4078
H 7.033 -16.190 3.154 0.4124
H 5.745 -15.783 2.038 0.4838
H 7.349 -16.073 1.393 0.2253
H 5.152 -19.295 0.862 0.2189
H 5.577 -17.794 -0.042 0.2989
H 4.408 -17.704 1.321 0.5145
H 10.306 -19.829 1.524 -0.1908
H 8.751 -20.730 1.526 -0.2770
H 9.806 -20.647 3.014 0.5666
C 0.144 -24.368 -1.845 -1.4596
C 1.371 -24.791 -2.690 1.0061
C 1.970 -23.518 -3.379 -1.0872
C 2.571 -22.497 -2.518 -0.7529
C 3.689 -23.049 -1.722 -0.5206
C 3.281 -24.283 -0.878 1.1727
N 2.345 -25.305 -1.639 0.9838
O 2.511 -26.444 -1.512 -0.3826
C 2.438 -23.670 0.289 -1.5916
C 4.515 -24.984 -0.426 -1.6758
C 1.022 -25.886 -3.650 -1.6854
H 0.312 -23.456 -1.237 0.3453
H -0.175 -25.167 -1.119 0.3885
H -0.688 -24.231 -2.542 0.4305
H 1.106 -23.195 -4.000 0.5439
H 2.684 -23.837 -4.140 0.4124
H 1.828 -22.032 -1.881 0.4880
H 2.962 -21.612 -3.107 0.3632
H 4.035 -22.364 -0.922 -0.0021
H 4.580 -23.301 -2.321 0.3517
H 1.818 -22.895 -0.148 0.4203
H 3.210 -23.185 0.882 0.4944
H 1.864 -24.368 0.902 0.3143
H 4.222 -25.660 0.401 0.4800
H 5.135 -24.201 -0.093 -0.0840
H 4.967 -25.564 -1.234 0.5889
H 0.401 -25.375 -4.390 0.4450
H 0.280 -26.619 -3.219 0.3810
H 1.873 -26.368 -4.137 0.4269
C 8.209 -30.235 0.086 -1.5869
C 9.077 -30.181 1.276 1.5106
C 8.586 -31.064 2.353 -0.8503
O 9.552 -31.168 3.332 -0.3343
C 9.112 -32.014 4.390 -0.7433
N 10.491 -30.548 0.912 0.0317
H 10.548 -31.391 0.372 0.3372
H 11.003 -29.694 0.507 -0.0809
H 10.943 -30.726 1.798 0.3578
H 7.261 -29.760 0.308 0.3997
H 8.070 -31.259 -0.277 0.4319
H 8.715 -29.696 -0.716 0.3594
H 9.216 -29.173 1.614 -0.7178
H 8.311 -31.994 1.849 0.4388
H 7.732 -30.575 2.840 0.4409
H 9.794 -32.077 5.234 0.2666
H 8.885 -33.026 4.042 0.3158
H 8.169 -31.542 4.690 0.3173
C 18.121 -25.219 -5.782 -1.3699
C 16.932 -24.289 -5.593 0.1590
C 16.124 -24.572 -4.313 -0.4270
O 15.283 -23.508 -4.153 -0.4428
C 14.251 -23.625 -3.211 -0.3941
N 17.370 -22.859 -5.369 -0.2637
H 16.616 -22.388 -4.918 0.3305
H 18.178 -22.822 -4.712 0.3903
H 17.730 -22.417 -6.254 0.3781
H 17.914 -26.263 -5.569 0.3535
H 18.938 -24.956 -5.110 0.4015
H 18.608 -25.132 -6.758 0.4016
H 16.261 -24.316 -6.466 0.3298
H 16.800 -24.649 -3.390 0.3275
H 15.676 -25.604 -4.466 0.2481
H 14.577 -23.889 -2.200 0.3895
H 13.593 -24.402 -3.567 -0.1416
H 13.839 -22.634 -3.257 0.2961
C 11.954 -18.796 -1.258 -1.1835
C 10.783 -18.591 -2.184 0.0803
C 9.845 -19.824 -2.162 -0.1431
O 10.314 -20.628 -3.175 -0.4723
C 9.777 -21.937 -3.130 -0.4691
N 10.119 -17.269 -1.925 -0.1282
H 9.593 -17.313 -1.037 0.1032
H 10.733 -16.454 -1.810 0.3959
H 9.448 -17.136 -2.710 0.4601
H 11.606 -18.752 -0.213 0.1893
H 12.682 -17.973 -1.219 0.4467
H 12.470 -19.707 -1.476 0.2704
H 11.122 -18.499 -3.210 0.3119
H 8.815 -19.448 -2.219 0.2226
H 9.912 -20.338 -1.205 0.2260
H 8.918 -22.056 -2.520 0.3585
H 10.485 -22.631 -2.661 -0.1056
H 9.528 -22.314 -4.116 0.3769
Br 6.485 -21.829 0.655 -0.5533
Br 11.983 -23.238 -0.114 -0.8003
Br 10.098 -27.136 2.975 -0.9635
Br 11.697 -27.854 -0.802 -0.5765
```

Calculated values
gap between HOMO and LUMO	4.73	eV
energy above the lowest of the compared OMol25 structures with the same formula, charge and spin	33.4	kcal/mol
E_LUMO	-10.09	eV
total energy	-350433.577	eV
total charge	+4

> Which of these has the highest energy above the lowest of the compared OMol25 structures with the same formula, charge and spin?

C3H8N